ORCA calculation (ωB97M-V/def2-TZVPD) on C11H17Cl3O3Os as an isolated structure at a distorted geometry.

XYZ file:
```
35
Properties=species:S:1:pos:R:3:forces:R:3
C -0.404884 0.936549 -2.129705 0.4 -2.6 -0.7
C -1.294227 -0.193403 -2.047427 0.7 0.6 -0.4
C -0.547093 -1.348506 -1.752392 1.1 0.2 -0.1
C -2.741182 -0.129739 -2.321160 -0.3 -0.4 0.3
C 0.863974 -0.997263 -1.641541 -0.9 0.2 -2.0
C 0.968467 0.379194 -2.099829 0.1 -0.1 0.2
C 2.209641 1.218126 -2.140905 0.0 0.2 -0.8
C -0.783396 2.306758 -2.489077 0.1 1.0 -0.3
C -1.099541 -2.723239 -1.636398 -0.3 -0.2 0.1
C 2.021062 -1.918599 -1.380776 -0.3 -0.2 0.4
Os 0.516871 0.567993 -0.074576 -2.7 -3.1 3.2
Cl -3.675116 -0.806999 1.001970 -0.5 -0.3 -0.1
Cl -1.269364 1.778254 0.869155 -1.2 0.4 0.5
Cl -0.075916 -1.582756 1.264451 0.0 0.1 -0.3
H -3.145764 0.840893 -2.068477 -0.1 0.3 0.1
H -3.269947 -0.843456 -1.693274 -0.2 0.0 0.1
H -2.959226 -0.336614 -3.372773 0.0 0.0 -0.2
H -1.978655 -2.695151 -0.978156 0.2 -0.1 0.0
H -0.358671 -3.433853 -1.235240 -0.3 0.3 -0.1
H -1.432316 -3.081629 -2.632545 0.1 0.1 0.3
H 1.796411 -2.561073 -0.492584 0.2 0.6 -0.7
H 2.941184 -1.334875 -1.180994 -0.5 -0.4 -0.1
H 2.146368 -2.559545 -2.262641 0.3 -0.1 0.1
H 3.085585 0.560821 -2.211816 0.0 0.5 -0.1
H 1.993509 2.038632 -1.116365 1.6 -1.4 -2.7
H 2.051118 1.842717 -3.011259 0.7 0.3 -0.7
H -1.788062 2.564346 -2.149276 0.1 -0.1 0.1
H -0.750110 2.433978 -3.577446 0.0 0.1 -0.1
H -0.087814 3.029804 -2.044083 -0.2 -0.1 -0.1
O 1.185512 2.294392 -0.254691 0.9 4.8 1.8
H 1.728682 2.670866 0.473126 -0.7 -0.5 -0.2
O 2.378935 1.152688 3.008481 0.3 0.4 0.2
C 1.740337 0.692522 2.089189 0.5 -1.1 0.3
O 2.272792 0.295931 0.920056 -0.3 0.4 1.8
H 0.618139 0.497736 2.193779 1.2 0.3 0.2
```
Positions in Å, forces in eV/Å.

Properties
Charge ... -2
Multiplicity ... 5
LUMO level (alpha / beta) ... 0.1733 / 0.1719 hartree
<S²> ... 6.02
Kohn-Sham gap (alpha / beta) ... 4.63 / 5.60 eV
ΔE to the lowest compared entry with this formula, charge and spin ... 1.4364 eV
F_max ... 5.224 eV Å⁻¹


ORCA calculation (ωB97M-V/def2-TZVPD) on C11H17ClINO2PSTi as an isolated structure at a distorted geometry.

XYZ file:
```
36
Properties=species:S:1:pos:R:3:forces:R:3
C -0.201591 -2.640931 -1.161645 -0.4 -1.5 0.4
C 1.057361 -1.795641 -1.470037 -0.6 -4.2 -2.1
H 0.118068 -3.709290 -1.290252 -0.2 0.9 0.4
H -1.059308 -2.499604 -1.866559 1.0 0.3 0.4
H -0.620795 -2.623463 -0.114783 0.4 0.1 -0.5
O 1.949722 -2.287980 -2.104223 -2.0 2.6 2.0
I 1.295519 1.836690 0.024958 -1.0 -0.1 1.5
Ti -0.361405 -0.511766 0.304418 0.6 1.6 -1.6
P 0.028120 0.089010 -2.422528 1.8 0.1 -1.4
C 1.727511 0.532704 -2.851074 -0.1 0.5 -0.6
C -0.422816 -0.994938 -3.833618 -0.2 -0.4 0.6
H -1.981143 1.413959 -2.545342 0.3 0.2 -0.2
H -0.894505 1.594518 -3.974017 0.0 0.0 0.4
H -0.500618 2.438925 -2.427459 -0.2 -0.2 -0.1
C -0.941945 1.541355 -2.876065 -0.6 0.6 0.7
H -1.462788 -1.321801 -3.748433 0.1 0.0 -0.2
H -0.312974 -0.363473 -4.712869 0.0 -0.1 -0.1
H 1.662784 0.766221 -3.917583 0.5 0.0 0.0
H 2.395752 -0.309726 -2.658757 0.1 0.5 -0.4
H 0.250092 -1.849821 -3.908354 -0.2 0.0 -0.1
H 2.023736 1.413733 -2.272701 0.1 -0.4 -0.8
C 1.983202 -0.857490 0.226834 5.4 0.6 -1.6
O 3.150010 -0.882449 0.066248 -5.1 -0.2 1.5
Cl -2.475714 0.203679 0.222812 0.4 -0.2 0.0
S -0.061173 -1.515975 2.281390 0.2 -1.0 1.2
C -0.243429 -0.108805 3.290539 -1.1 0.9 0.9
N -1.544205 0.227211 3.618333 0.7 0.4 0.2
C -1.846338 1.265155 4.458573 -0.2 -0.8 -0.5
C -0.814982 2.016690 4.993249 -0.7 -0.1 0.2
C 0.503934 1.700868 4.685074 0.1 0.2 0.1
C 0.795504 0.644183 3.840708 -0.6 -0.5 -0.7
H -2.302449 -0.322358 3.178760 0.5 0.4 0.4
H -2.925563 1.402788 4.662734 0.9 0.1 -0.1
H -1.071932 2.825678 5.671561 0.2 -0.1 -0.2
H 1.311863 2.293731 5.109682 -0.1 -0.1 -0.1
H 1.792498 0.388426 3.520439 0.2 0.1 0.3
```
Positions in Å, forces in eV/Å.

Properties
Charge ... +2
Multiplicity ... 2
LUMO level (alpha / beta) ... -0.3531 / -0.3504 hartree
<S²> ... 0.76
Kohn-Sham gap (alpha / beta) ... 5.82 / 6.15 eV
ΔE to the lowest compared entry with this formula, charge and spin ... 0.0000 eV
F_max ... 5.634 eV Å⁻¹


ORCA calculation (ωB97M-V/def2-TZVPD) on C11H17HgN4SeTe as an isolated structure at a distorted geometry.

XYZ file:
```
35
Properties=species:S:1:pos:R:3:forces:R:3
Hg 3.536826 2.398741 -0.634796 0.0 0.0 0.0
N 0.864648 7.272801 0.552924 -0.4 0.3 -0.9
N 0.162088 6.138309 1.048915 0.1 -0.7 -0.2
H 0.216236 7.863217 -0.027053 1.2 -0.8 0.3
H 1.637924 6.877314 -0.002411 -0.6 0.8 0.2
H -0.520259 6.456670 1.713348 -0.2 -0.1 0.1
H -0.276265 5.576814 0.309774 0.0 0.4 0.4
Te -0.081430 1.846764 0.285715 0.9 0.0 0.0
C -2.123026 1.620158 0.412411 0.5 0.6 -0.7
C -2.881828 2.666878 -0.104222 -0.2 -0.4 -0.3
C -4.254586 2.591841 0.058156 1.0 0.0 0.2
C -4.839915 1.517327 0.700944 -0.3 0.6 -0.4
C -4.076214 0.466112 1.140223 -0.3 -1.4 0.3
C -2.703723 0.502219 0.959920 0.5 -1.1 0.5
H -2.387754 3.412617 -0.738755 -0.4 0.0 0.6
H -4.826994 3.390269 -0.311937 -1.0 0.8 -0.5
H -5.912762 1.509251 0.739006 -0.3 -0.2 0.3
H -4.587081 -0.412505 1.576706 0.5 0.5 -0.3
H -2.023197 -0.350724 1.174429 -0.8 0.6 0.3
C -0.314696 -3.549310 -0.575336 -0.2 -0.3 -0.9
N 1.117896 -3.880685 -0.613811 0.1 2.4 0.4
C 1.548700 -5.144850 -0.744087 -0.8 -2.0 0.1
C 2.883917 -5.190732 -0.609896 0.3 -0.1 -0.3
N 3.315969 -3.892803 -0.440878 -0.9 1.3 -0.4
C 4.695382 -3.386185 -0.577368 0.4 -0.4 0.5
C 2.188799 -3.049698 -0.400983 0.9 -0.3 0.1
Se 2.228790 -1.238684 0.002143 -0.3 -0.5 -0.3
H -0.512558 -2.502313 -0.437021 0.6 0.5 0.1
H -0.806847 -4.059717 0.246827 0.1 -0.3 0.1
H -0.810745 -3.825208 -1.542136 0.6 0.0 0.8
H 0.744226 -5.871378 -0.817063 0.8 -0.4 -0.1
H 3.573311 -6.013826 -0.600877 0.0 -0.1 -0.1
H 4.684543 -2.362915 -0.211727 0.0 0.1 -0.2
H 5.140897 -3.431908 -1.593183 -0.9 0.0 0.3
H 5.399729 -3.943859 0.062099 -0.6 0.0 0.0
```
Positions in Å, forces in eV/Å.

Properties
Multiplicity ... 2
LUMO level (alpha / beta) ... 0.0214 / -0.0517 hartree
<S²> ... 0.76
Kohn-Sham gap (alpha / beta) ... 7.89 / 5.87 eV
ΔE to the lowest compared entry with this formula, charge and spin ... 0.4721 eV
F_max ... 2.469 eV Å⁻¹


ORCA calculation (ωB97M-V/def2-TZVPD) on an isolated ion of composition C11H17N2O and charge +1 at a distorted geometry.

XYZ file:
```
31
Properties=species:S:1:pos:R:3:forces:R:3
C 2.399658 0.439938 -1.761389 0.6 -0.5 0.6
O 1.091072 0.892951 -1.415352 -0.5 0.0 0.8
C 0.159150 0.067596 -0.694940 0.3 -3.4 -5.1
C 0.206670 0.088054 0.805655 -1.8 -0.9 -0.4
N 1.469432 -0.493717 1.263829 -1.1 0.6 1.1
N 1.576827 -1.014831 2.400269 -0.5 1.7 -2.0
C 2.928398 -1.154310 2.844733 2.2 -0.1 1.1
C 0.584915 -1.057651 3.465908 -1.0 0.0 0.7
C -1.241937 0.412158 -1.353243 0.6 -0.1 -0.2
C -2.093128 -0.622130 -1.781859 0.7 0.0 1.2
C -3.377242 -0.324673 -2.230355 0.6 -0.2 -0.3
C -3.769374 0.985180 -2.458369 0.2 -0.3 0.8
C -2.884231 2.005750 -2.153706 0.7 -0.1 -0.2
C -1.597322 1.737165 -1.686570 0.4 -0.5 1.0
H 2.971756 1.327736 -2.065715 -0.3 -0.2 0.2
H 2.864370 -0.001228 -0.855551 0.1 0.2 -0.7
H 2.479296 -0.283536 -2.609694 -0.7 0.4 0.6
H 0.384452 -1.042439 -0.898050 -0.4 1.3 -0.6
H 0.194738 1.177186 0.608256 0.3 0.4 2.7
H -0.801259 -0.492068 1.036934 2.1 1.7 0.5
H 3.025615 -1.894059 3.636116 -0.2 -0.2 -0.2
H 3.648311 -1.365251 2.055471 -0.4 0.0 -0.2
H 3.236265 -0.192843 3.308764 -0.3 -0.4 -0.3
H 1.004180 -1.706386 4.254594 -0.5 0.3 -0.4
H 0.491025 -0.019407 3.862143 0.0 -0.7 -0.3
H -0.407238 -1.428585 3.130891 0.8 0.3 0.1
H -1.705242 -1.654768 -1.692062 -0.6 0.5 0.0
H -4.045220 -1.137508 -2.418126 -0.3 -0.3 -0.3
H -4.769759 1.195573 -2.792394 -0.2 0.1 -0.1
H -3.173825 3.025842 -2.279362 -0.1 0.5 -0.3
H -0.850368 2.530254 -1.526813 -0.6 -0.3 0.0
```
Positions in Å, forces in eV/Å.

Properties
Charge ... +1
LUMO level ... -0.2073 hartree
Kohn-Sham gap ... 6.26 eV
ΔE to the lowest compared entry with this formula, charge and spin ... 4.9385 eV
F_max ... 6.131 eV Å⁻¹
SMILES ... CO[C@@H](CN=[N+](C)C)c1ccccc1